No. 1
Molecular formula: C6H16O2
Method: DFT, the ωB97M-V functional and the def2-TZVPD basis

Largest force on an atom (eV/Å): 6.8
E_tot (Ha): -388.568134
SMILES: C=C(C)CCC.O.O
Frontier orbital gap (eV): 9.8845
Relative energy (zero: lowest compared OMol25 entry of this formula, charge and spin) (eV): 3.064

CARTESIAN COORDINATES (ANGSTROEM)
C (-0.433, -2.479, 0.464)
C (-1.757, -1.952, 1.050)
C (-1.978, -0.596, 0.273)
C (-1.214, 0.604, 0.674)
C (0.085, 0.890, 0.664)
C (-2.181, 1.893, 0.763)
H (0.480, -1.998, 1.066)
H (-0.227, -2.235, -0.515)
H (-0.349, -3.655, 0.621)
H (-2.563, -2.727, 0.859)
H (-1.647, -1.683, 2.167)
H (-1.738, -0.828, -0.803)
H (-3.038, -0.390, 0.491)
H (0.393, 1.868, 0.824)
H (0.819, 0.255, 0.983)
H (-3.246, 1.734, 0.473)
H (-2.061, 2.132, 1.855)
H (-1.941, 2.616, 0.077)
H (2.041, 0.289, -5.671)
H (2.783, -0.675, -4.801)
O (1.861, -0.239, -4.987)
H (5.176, 1.727, 0.675)
H (5.213, 2.851, 1.836)
O (5.523, 2.595, 0.963)

=====

No. 2
Molecular formula: C12H17BaN9P2
Method: DFT, the ωB97M-V functional and the def2-TZVPD basis

Largest force on an atom (eV/Å): 3.5
E_tot (Ha): -1668.455679
Frontier orbital gap (eV): 6.8040

CARTESIAN COORDINATES (ANGSTROEM)
Ba (11.332, 11.377, 7.210)
N (13.207, 12.845, 3.825)
C (13.649, 11.674, 4.322)
N (14.569, 10.985, 3.674)
N (14.880, 9.975, 4.483)
N (14.150, 10.047, 5.552)
N (13.325, 11.117, 5.488)
C (11.971, 13.418, 4.235)
N (11.155, 14.315, 3.599)
N (10.129, 14.518, 4.498)
N (10.287, 13.811, 5.562)
N (11.443, 13.148, 5.420)
H (13.687, 13.147, 3.025)
C (9.125, 11.590, 3.501)
P (8.708, 11.088, 5.213)
C (7.236, 12.223, 5.523)
C (8.346, 9.344, 4.854)
C (7.075, 9.027, 4.350)
C (6.757, 7.744, 3.967)
C (7.730, 6.744, 3.999)
C (9.036, 7.121, 4.273)
C (9.375, 8.390, 4.759)
P (11.152, 8.826, 5.155)
C (12.079, 8.910, 3.641)
C (11.668, 7.159, 5.732)
H (8.232, 11.558, 2.910)
H (9.886, 10.826, 3.144)
H (9.567, 12.598, 3.467)
H (6.660, 12.448, 4.598)
H (7.721, 13.128, 5.807)
H (6.568, 11.955, 6.363)
H (6.311, 9.737, 4.445)
H (5.776, 7.503, 3.720)
H (7.467, 5.661, 3.907)
H (9.859, 6.363, 4.217)
H (11.661, 8.254, 2.908)
H (13.115, 8.599, 3.903)
H (12.192, 9.928, 3.203)
H (11.720, 6.358, 5.001)
H (11.009, 6.874, 6.500)
H (12.671, 7.132, 6.117)

=====

No. 3
Molecular formula: C16H21N2O4PbS
Method: DFT, the ωB97M-V functional and the def2-TZVPD basis

Largest force on an atom (eV/Å): 3.3
E_tot (Ha): -1623.526254
Frontier orbital gap (eV): 8.5455
Net charge: +1
Relative energy (zero: lowest compared OMol25 entry of this formula, charge and spin) (eV): 0.000

CARTESIAN COORDINATES (ANGSTROEM)
Pb (-1.713, 1.752, 0.372)
C (5.518, -1.952, 2.667)
C (4.181, -1.487, 2.054)
C (3.594, -2.306, 1.069)
C (2.449, -1.941, 0.441)
C (1.887, -0.760, 0.775)
C (2.478, 0.095, 1.699)
C (3.612, -0.294, 2.413)
S (0.278, -0.473, 0.192)
O (-0.553, -0.149, 1.394)
O (-0.132, -1.568, -0.607)
N (0.265, 0.988, -0.446)
C (0.460, 1.255, -1.825)
C (1.429, 0.759, -2.695)
C (1.539, 1.295, -3.969)
C (0.698, 2.304, -4.414)
C (-0.353, 2.601, -3.544)
N (-0.507, 2.099, -2.322)
H (5.325, -2.908, 3.189)
H (5.841, -1.249, 3.479)
H (6.323, -2.131, 1.941)
H (4.152, -3.166, 0.708)
H (2.067, -2.642, -0.275)
H (1.904, 1.041, 1.895)
H (4.054, 0.373, 3.165)
H (2.213, 0.080, -2.371)
H (2.373, 0.997, -4.578)
H (0.694, 2.771, -5.401)
H (-1.133, 3.239, -3.925)
C (-3.060, 0.729, 3.191)
O (-3.434, 0.554, 1.777)
C (-3.740, -0.698, 1.312)
C (-4.322, -0.487, -0.066)
O (-3.379, 0.265, -0.841)
C (-3.713, 0.652, -2.225)
H (-2.015, 0.523, 3.367)
H (-3.515, 0.024, 3.921)
H (-3.286, 1.764, 3.525)
H (-4.532, -1.331, 1.874)
H (-2.866, -1.296, 1.240)
H (-5.383, -0.019, -0.195)
H (-4.410, -1.472, -0.465)
H (-4.325, 1.574, -2.152)
H (-4.237, -0.196, -2.674)
H (-2.726, 0.792, -2.670)

=====

No. 4
Molecular formula: C26H20BrN5O2RuS2
Method: DFT, the ωB97M-V functional and the def2-TZVPD basis

Largest force on an atom (eV/Å): 1.4
E_tot (Ha): -4892.160193
Multiplicity: 2
Frontier orbital gap (alpha / beta) (eV): 6.6668 / 5.3918
Net charge: +1
Relative energy (zero: lowest compared OMol25 entry of this formula, charge and spin) (eV): 0.176

CARTESIAN COORDINATES (ANGSTROEM)
Ru (0.108, 0.625, 0.600)
O (4.220, 1.317, -2.975)
C (3.296, 2.210, -3.367)
C (3.595, 2.961, -4.506)
C (2.707, 3.903, -4.973)
C (1.487, 4.125, -4.327)
C (1.183, 3.387, -3.210)
C (2.074, 2.424, -2.705)
C (1.670, 1.679, -1.512)
O (0.545, 1.952, -0.969)
N (2.512, 0.752, -1.029)
N (1.973, 0.191, 0.073)
C (2.650, -0.584, 0.843)
C (1.931, -1.102, 2.015)
C (2.528, -1.937, 2.940)
C (1.778, -2.407, 4.009)
C (0.454, -2.021, 4.121)
C (-0.078, -1.175, 3.162)
N (0.630, -0.726, 2.126)
H (3.892, 0.866, -2.171)
H (4.540, 2.779, -5.000)
H (2.961, 4.476, -5.856)
H (0.794, 4.864, -4.703)
H (0.245, 3.530, -2.692)
H (3.688, -0.818, 0.640)
H (3.566, -2.213, 2.815)
H (2.224, -3.066, 4.741)
H (-0.166, -2.359, 4.937)
H (-1.106, -0.842, 3.220)
S (-2.136, 1.351, -1.375)
C (-1.557, -0.237, -1.507)
N (-0.640, -0.738, -0.701)
C (-0.379, -2.092, -0.999)
C (0.480, -2.967, -0.336)
C (0.604, -4.263, -0.793)
C (-0.117, -4.713, -1.902)
C (-0.985, -3.866, -2.559)
C (-1.112, -2.562, -2.090)
S (-2.148, -1.319, -2.709)
H (1.037, -2.643, 0.526)
H (1.272, -4.945, -0.283)
H (0.004, -5.731, -2.247)
H (-1.554, -4.205, -3.414)
C (-5.206, -0.109, 2.384)
C (-3.957, 0.727, 2.388)
C (-3.843, 1.894, 3.140)
C (-2.680, 2.648, 3.105)
C (-1.666, 2.188, 2.294)
Br (0.006, 3.054, 2.114)
N (-1.743, 1.090, 1.560)
C (-2.868, 0.365, 1.611)
H (-5.969, 0.325, 3.026)
H (-5.002, -1.120, 2.736)
H (-5.616, -0.187, 1.376)
H (-4.671, 2.220, 3.756)
H (-2.565, 3.557, 3.676)
H (-2.889, -0.515, 0.979)

=====

No. 5
Molecular formula: C5H9NO2
Method: DFT, the ωB97M-V functional and the def2-TZVPD basis

Largest force on an atom (eV/Å): 2.0
E_tot (Ha): -400.963493
Frontier orbital gap (eV): 4.6367
Relative energy (zero: lowest compared OMol25 entry of this formula, charge and spin) (eV): 5.803

CARTESIAN COORDINATES (ANGSTROEM)
O (-2.875, 0.753, -0.815)
C (-1.881, 1.369, 0.092)
O (-2.107, 1.254, 1.340)
C (-0.547, 0.832, -0.430)
C (-0.220, -0.413, 0.421)
C (0.994, -1.033, -0.044)
C (3.206, -1.336, 0.167)
N (2.103, -1.024, 0.752)
H (-1.872, 2.442, -0.239)
H (-0.607, 0.666, -1.512)
H (0.257, 1.567, -0.342)
H (-1.096, -1.076, 0.457)
H (0.001, -0.128, 1.452)
H (-3.687, 0.776, -0.304)
H (0.984, -1.722, -0.887)
H (3.228, -1.769, -0.829)
H (4.120, -1.157, 0.720)

=====

No. 6
Molecular formula: C26H44BrN3P2PbS
Method: DFT, the ωB97M-V functional and the def2-TZVPD basis

Largest force on an atom (eV/Å): 3.9
E_tot (Ha): -5027.484240
Frontier orbital gap (alpha / beta) (eV): 3.5327 / 4.3980
Net charge: +4

CARTESIAN COORDINATES (ANGSTROEM)
N (8.027, 1.752, -1.986)
C (7.778, 1.337, -0.747)
C (6.564, 0.717, -0.421)
C (5.561, 0.580, -1.388)
C (5.891, 0.935, -2.724)
C (7.133, 1.573, -2.952)
C (4.232, 0.164, -0.894)
Pb (3.379, -1.905, -0.900)
P (-1.187, -4.006, 0.569)
C (3.091, 0.169, -1.769)
C (1.751, 0.184, -1.172)
C (0.582, -0.144, -1.932)
C (-0.678, 0.132, -1.496)
C (-0.953, 0.861, -0.229)
C (0.324, 1.240, 0.493)
C (1.528, 0.709, 0.131)
Br (-1.906, -0.176, 1.143)
H (4.100, 0.428, 0.144)
H (3.227, 0.536, -2.796)
H (6.393, 0.363, 0.596)
H (5.264, 0.711, -3.590)
H (8.535, 1.505, 0.030)
H (7.409, 1.943, -3.951)
H (0.720, -0.643, -2.893)
H (2.367, 0.829, 0.820)
H (-1.553, -0.163, -2.098)
H (0.232, 1.742, 1.468)
P (-2.140, 2.240, -0.765)
C (0.477, -3.551, 1.201)
C (1.144, -4.839, 1.703)
H (0.424, -2.775, 1.980)
H (1.018, -3.102, 0.353)
H (1.980, -4.636, 2.379)
H (0.424, -5.459, 2.251)
H (1.512, -5.449, 0.870)
C (-1.287, -3.002, -0.963)
C (-2.558, -3.263, -1.777)
H (-0.395, -3.237, -1.563)
H (-1.205, -1.951, -0.650)
H (-2.453, -2.851, -2.792)
H (-2.723, -4.343, -1.877)
H (-3.443, -2.807, -1.311)
C (-2.495, -3.153, 1.610)
C (-3.493, -3.956, 2.436)
H (-3.081, -2.529, 0.922)
H (-1.940, -2.494, 2.283)
H (-4.229, -3.268, 2.883)
H (-4.047, -4.687, 1.832)
H (-2.995, -4.470, 3.264)
C (-3.129, 2.624, 0.702)
C (-4.246, 3.623, 0.465)
H (-2.473, 2.979, 1.504)
H (-3.572, 1.679, 1.051)
H (-3.858, 4.619, 0.253)
H (-4.861, 3.293, -0.376)
H (-4.880, 3.689, 1.357)
C (-3.241, 1.699, -2.086)
C (-2.759, 1.819, -3.542)
H (-4.170, 2.289, -2.011)
H (-3.536, 0.675, -1.830)
H (-2.722, 2.874, -3.829)
H (-1.779, 1.376, -3.753)
H (-3.493, 1.340, -4.206)
C (-0.858, 3.350, -1.346)
C (-0.343, 4.440, -0.395)
H (-1.171, 3.773, -2.315)
H (-0.018, 2.670, -1.587)
H (0.749, 4.525, -0.503)
H (-0.774, 5.402, -0.683)
H (-0.552, 4.248, 0.664)
N (-1.065, 0.984, 4.509)
C (-0.182, -0.060, 4.348)
N (-0.563, -1.188, 5.003)
S (1.280, -0.007, 3.524)
H (-2.054, 0.775, 4.626)
H (-0.860, 1.817, 3.960)
H (0.108, -1.937, 5.037)
H (-1.283, -1.164, 5.733)

=====

No. 7
Molecular formula: C4H14NO2S
Method: DFT, the ωB97M-V functional and the def2-TZVPD basis

Largest force on an atom (eV/Å): 5.0
E_tot (Ha): -763.951890
Frontier orbital gap (eV): 10.2008
Net charge: +1
Relative energy (zero: lowest compared OMol25 entry of this formula, charge and spin) (eV): 1.179

CARTESIAN COORDINATES (ANGSTROEM)
C (-0.136, 1.835, -0.026)
O (-0.114, 1.712, -1.411)
C (-0.569, 0.504, 0.621)
C (0.464, -0.531, 0.787)
C (-0.018, -1.689, 1.621)
S (-1.044, -2.999, 0.753)
N (-1.802, 0.001, 0.013)
H (-0.809, 2.643, 0.270)
H (0.757, 2.095, 0.533)
H (0.805, 1.519, -1.730)
H (-0.781, 0.697, 1.734)
H (1.531, -0.339, 1.032)
H (0.636, -0.869, -0.318)
H (-0.579, -1.400, 2.455)
H (0.913, -2.255, 1.951)
H (-0.256, -3.126, -0.358)
H (-1.875, 0.207, -0.995)
H (-1.912, -1.076, 0.244)
H (-2.764, 0.366, 0.420)
H (2.075, 0.859, -3.157)
H (3.158, 1.179, -2.192)
O (2.319, 0.667, -2.247)

=====

No. 8
Molecular formula: C58H76FNbO7P
Method: DFT, the ωB97M-V functional and the def2-TZVPD basis

Largest force on an atom (eV/Å): 3.0
E_tot (Ha): -3280.619978
Frontier orbital gap (eV): 7.5616
Net charge: -1

CARTESIAN COORDINATES (ANGSTROEM)
C (6.720, -2.516, 2.011)
O (6.251, -1.346, 2.644)
C (7.084, -0.214, 2.512)
C (7.172, 0.350, 1.093)
C (6.233, 1.531, 0.849)
C (4.790, 1.048, 0.724)
C (3.760, 2.164, 0.739)
C (2.344, 1.749, 0.289)
C (1.893, 0.339, 0.702)
Nb (0.770, -0.853, -0.804)
F (2.135, -2.214, -1.058)
C (-0.876, 0.682, -0.510)
C (-1.865, 0.371, 0.559)
C (-1.739, 0.900, 1.829)
C (-2.648, 0.583, 2.828)
C (-3.704, -0.258, 2.568)
C (-4.691, -0.622, 3.646)
C (-3.848, -0.760, 1.285)
C (-2.943, -0.465, 0.291)
C (0.017, -2.088, 0.930)
C (0.985, -3.227, 1.261)
C (0.749, -4.531, 0.642)
O (0.528, -4.222, 2.126)
O (1.397, 0.085, -2.412)
C (2.754, -0.029, -2.824)
C (2.897, -1.168, -3.834)
C (2.837, -0.699, -5.263)
O (4.173, -1.803, -3.637)
P (-0.967, -2.121, -2.384)
O (-0.182, -2.655, -3.538)
O (-1.829, -3.330, -1.727)
O (-2.217, -1.219, -2.954)
H (6.829, -3.318, 2.742)
H (6.009, -2.830, 1.247)
H (7.680, -2.371, 1.513)
H (8.083, -0.420, 2.910)
H (6.639, 0.540, 3.161)
H (6.945, -0.426, 0.362)
H (8.202, 0.657, 0.897)
H (6.521, 2.022, -0.081)
H (6.295, 2.226, 1.688)
H (4.598, 0.384, 1.569)
H (4.695, 0.419, -0.163)
H (3.727, 2.617, 1.732)
H (4.105, 2.952, 0.063)
H (2.261, 1.922, -0.785)
H (1.648, 2.457, 0.739)
H (1.233, 0.435, 1.566)
H (2.702, -0.314, 1.031)
H (-0.346, 1.603, -0.264)
H (-1.416, 0.832, -1.445)
H (-0.911, 1.563, 2.046)
H (-2.522, 0.996, 3.821)
H (-4.194, -0.639, 4.614)
H (-5.061, -1.631, 3.478)
H (-5.528, 0.073, 3.684)
H (-4.701, -1.396, 1.080)
H (-3.031, -0.841, -0.717)
H (-0.009, -1.497, 1.850)
H (-0.933, -2.586, 0.741)
H (2.037, -2.955, 1.370)
H (-0.252, -4.786, 0.327)
H (1.470, -5.336, 0.665)
H (3.061, 0.925, -3.263)
H (3.417, -0.223, -1.980)
H (2.105, -1.888, -3.636)
H (1.844, -0.314, -5.484)
H (2.992, -1.562, -5.909)
H (3.622, 0.019, -5.492)
H (4.058, -2.403, -2.894)
H (-1.651, -4.115, -2.261)
H (-1.876, -0.359, -3.224)
C (-0.219, 4.018, -2.997)
C (-1.102, 5.087, -3.054)
C (-2.283, 4.976, -3.777)
C (-2.582, 3.794, -4.438)
C (-1.699, 2.724, -4.380)
C (-0.516, 2.836, -3.662)
H (0.700, 4.100, -2.431)
H (-0.872, 6.007, -2.532)
H (-2.971, 5.811, -3.822)
H (-3.505, 3.704, -4.997)
H (-1.934, 1.800, -4.893)
H (0.172, 2.000, -3.610)
C (-4.970, 2.519, 0.483)
C (-6.173, 2.192, 1.093)
C (-7.236, 3.085, 1.062)
C (-7.099, 4.305, 0.414)
C (-5.898, 4.632, -0.200)
C (-4.834, 3.741, -0.163)
H (-4.143, 1.822, 0.509)
H (-6.276, 1.237, 1.592)
H (-8.173, 2.830, 1.543)
H (-7.929, 5.001, 0.387)
H (-5.791, 5.582, -0.708)
H (-3.895, 3.994, -0.641)
C (-1.325, 4.966, 7.663)
C (-1.576, 4.804, 6.308)
C (-1.971, 3.567, 5.818)
C (-2.119, 2.493, 6.685)
C (-1.869, 2.655, 8.040)
C (-1.470, 3.891, 8.529)
H (-1.014, 5.930, 8.044)
H (-1.465, 5.641, 5.632)
H (-2.162, 3.438, 4.760)
H (-2.429, 1.529, 6.303)
H (-1.985, 1.817, 8.715)
H (-1.270, 4.017, 9.586)
C (-8.017, -3.608, -2.187)
C (-8.412, -2.308, -1.902)
C (-7.472, -1.287, -1.878)
C (-6.140, -1.567, -2.148)
C (-5.742, -2.864, -2.435)
C (-6.682, -3.886, -2.451)
H (-8.749, -4.406, -2.201)
H (-9.453, -2.092, -1.695)
H (-7.775, -0.274, -1.647)
H (-5.405, -0.771, -2.132)
H (-4.700, -3.072, -2.642)
H (-6.373, -4.900, -2.669)
C (6.167, -3.329, 5.822)
C (6.742, -3.064, 7.057)
C (6.522, -3.922, 8.125)
C (5.729, -5.049, 7.957)
C (5.155, -5.315, 6.722)
C (5.371, -4.454, 5.655)
H (6.334, -2.655, 4.990)
H (7.362, -2.186, 7.187)
H (6.966, -3.712, 9.090)
H (5.557, -5.719, 8.789)
H (4.534, -6.192, 6.590)
H (4.916, -4.656, 4.694)
C (1.448, -1.258, -9.562)
C (0.543, -1.716, -8.615)
C (-0.477, -0.887, -8.170)
C (-0.597, 0.398, -8.680)
C (0.305, 0.855, -9.631)
C (1.329, 0.028, -10.071)
H (2.249, -1.902, -9.901)
H (0.636, -2.716, -8.214)
H (-1.174, -1.242, -7.423)
H (-1.392, 1.045, -8.333)
H (0.211, 1.859, -10.028)
H (2.037, 0.387, -10.807)

=====

Which value of E_tot does entry 3 give? -1623.526254 Ha